[1]
Entry from the OMol25 dataset: the ion C3H10NO2 with charge +1 at a distorted geometry (wB97M-V/def2-TZVPD).

```
! RIJCOSX wB97M-V def2-TZVPD def2/J DEFGRID3
* xyz 1 1
C 1.311 -0.228 0.521
O 1.103 -0.871 1.817
C -0.051 -0.395 -0.181
C -0.087 0.629 -1.272
O -1.486 0.554 -1.622
N -1.091 -0.097 0.895
H 1.574 0.792 0.638
H 2.085 -0.809 0.148
H 1.921 -1.276 1.941
H -0.239 -1.304 -0.597
H 0.525 0.260 -2.031
H 0.177 1.755 -1.048
H -1.878 0.879 -2.381
H -0.646 -0.407 1.764
H -1.902 -0.368 0.283
H -1.316 0.888 1.126
*
```

Values from the calculation:
Structure (SMILES): [NH3+]C(CO)CO
Orbital gap in eV: 12.146

[2]
Entry from the OMol25 dataset: a cluster of 2 separate species, C3H10NO2 in total at a distorted geometry (wB97M-V/def2-TZVPD).

```
! RIJCOSX wB97M-V def2-TZVPD def2/J DEFGRID3
* xyz 2 2
C -0.521 -0.652 -0.535
C -0.426 -0.439 0.985
C -1.321 -1.398 1.802
O -1.564 -2.458 1.304
N 0.644 -0.099 -1.302
H -1.425 -0.136 -0.854
H -0.624 -1.693 -0.822
H -0.653 0.589 1.261
H 0.583 -0.643 1.382
H -1.766 -1.084 2.766
H 0.424 -0.307 -2.276
H 1.477 -0.595 -0.991
H 0.860 0.980 -1.251
H 1.797 2.306 0.127
H 1.046 3.241 -0.806
O 1.467 2.388 -0.788
*
```

Values from the calculation:
Expectation value of S²: 0.7577
Orbital gap (alpha / beta) in eV: 10.114 / 6.475

[3]
Entry from the OMol25 dataset: an isolated molecule of C3H10NO2P at a distorted geometry (wB97M-V/def2-TZVPD).

```
! RIJCOSX wB97M-V def2-TZVPD def2/J DEFGRID3
* xyz 0 1
C -1.080 -1.426 0.313
C -1.197 1.108 0.193
C -0.361 -0.143 0.656
N 1.275 0.198 -1.657
O 1.738 1.302 0.783
O 2.314 -1.183 0.188
P 1.337 -0.087 0.006
H -0.384 -2.053 -0.396
H -1.983 -1.332 -0.230
H -1.217 -2.011 1.164
H -2.162 0.919 0.518
H -1.390 1.179 -0.957
H -0.869 2.067 0.565
H 1.137 -0.782 -1.897
H 2.721 1.454 0.992
H 0.473 0.741 -1.959
H -0.351 0.049 1.720
*
```

Values from the calculation:
Structure (SMILES): CC(C)[P@](N)(=O)O
Orbital gap in eV: 11.149

[4]
Entry from the OMol25 dataset: a cluster of 2 separate species, C3H10NO2PS in total at a distorted geometry (wB97M-V/def2-TZVPD).

```
! RIJCOSX wB97M-V def2-TZVPD def2/J DEFGRID3
* xyz 0 1
C -2.391 1.186 -0.620
C 2.539 -0.465 0.271
C -0.897 1.314 -0.309
N 1.330 -1.187 0.721
O 0.841 -1.938 -1.653
O -0.641 1.625 1.109
P 0.253 -1.933 -0.316
S -1.073 -3.111 0.466
H -2.957 1.998 -0.184
H -2.681 1.187 -1.756
H -2.697 0.213 -0.287
H 3.278 -0.518 1.116
H 3.016 -1.057 -0.454
H 2.372 0.566 -0.091
H -0.331 2.222 -0.720
H -0.325 0.487 -0.619
H 1.191 -1.482 1.714
H -0.828 0.891 1.614
*
```

Values from the calculation:
Structure (SMILES): CNP(=O)=S.CCO
Orbital gap in eV: 9.428